DFT (ωB97M-V with the def2-TZVPD basis set) results for 2 unconnected molecules or ions with the total composition C9H14O in a non-equilibrium geometry.

Structure (SMILES)   Cc1ccc(O)cc1.CC
DFT total energy   -426.5336 Eh
HOMO level   -0.3065 hartree
ΔE to the lowest compared entry with this formula, charge and spin   24.6 kcal/mol

Last columns: bonded neighbours and bond lengths (Å).
Element x y z (Å)
1 C -1.543 -1.569 0.771  C2 1.515, H9 1.098, H10 1.098, H11 1.098
2 C -0.203 -1.046 1.249  C1 1.515, C3 1.403, C8 1.403
3 C 0.817 -1.874 1.741  C2 1.403, C4 1.368, H12 1.091
4 C 2.054 -1.395 2.077  C3 1.368, C5 1.388, H13 1.088
5 C 2.251 -0.031 2.247  C4 1.388, O6 1.362, C7 1.392
6 O 3.509 0.476 2.377  C5 1.362, H14 0.946
7 C 1.172 0.817 2.007  C5 1.392, C8 1.387, H15 1.087
8 C -0.038 0.313 1.554  C2 1.403, C7 1.387, H16 1.082
9 H -1.376 -2.605 1.093  C1 1.098
10 H -1.885 -1.556 -0.272  C1 1.098
11 H -2.261 -1.024 1.397  C1 1.098
12 H 0.624 -2.948 1.723  C3 1.091
13 H 2.873 -2.092 2.237  C4 1.088
14 H 3.484 1.422 2.383  O6 0.946
15 H 1.238 1.896 2.110  C7 1.087
16 H -0.915 0.935 1.431  C8 1.082
17 C -1.909 1.119 -3.384  C18 1.494, H19 1.102, H20 1.104, H21 1.101
18 C -0.491 1.497 -3.099  C17 1.494, H22 1.087, H23 1.105, H24 1.093
19 H -2.215 0.239 -2.795  C17 1.102
20 H -2.677 1.896 -3.221  C17 1.104
21 H -2.241 0.909 -4.413  C17 1.101
22 H -0.179 1.800 -2.103  C18 1.087
23 H -0.149 2.250 -3.831  C18 1.105
24 H 0.061 0.571 -3.279  C18 1.093

***

DFT (ωB97M-V with the def2-TZVPD basis set) results for a single C8H10O2S molecule in a non-equilibrium geometry.

Structure (SMILES)   C=C1OC(=O)C=C(C)[C@@]1(C)S
DFT total energy   -859.4367 Eh
HOMO level   -0.3271 hartree
ΔE to the lowest compared entry with this formula, charge and spin   40.8 kcal/mol

Last columns: bonded neighbours and bond lengths (Å).
Element x y z (Å)
1 C 0.704 2.630 -0.429  C2 1.355, H12 1.080, H13 1.108
2 C 0.896 1.302 -0.239  C1 1.355, O3 1.342, C9 1.637
3 O 2.093 0.737 -0.461  C2 1.342, C4 1.425
4 C 2.396 -0.623 -0.166  O3 1.425, O5 1.193, C6 1.474
5 O 3.520 -1.010 -0.272  C4 1.193
6 C 1.291 -1.467 0.324  C4 1.474, C7 1.336, H14 1.099
7 C 0.020 -1.057 0.367  C6 1.336, C8 1.540, C9 1.480
8 C -1.225 -1.958 0.468  C7 1.540, H15 1.084, H16 1.152, H17 0.998
9 C -0.380 0.351 0.144  C2 1.637, C7 1.480, C10 1.526, S11 1.766
10 C -1.449 0.517 -0.931  C9 1.526, H18 1.070, H19 1.089, H20 1.139
11 S -1.124 1.012 1.602  C9 1.766, H21 1.299
12 H 1.461 3.355 -0.689  C1 1.080
13 H -0.328 3.009 -0.286  C1 1.108
14 H 1.501 -2.545 0.336  C6 1.099
15 H -2.101 -1.543 0.951  C8 1.084
16 H -1.045 -2.862 1.159  C8 1.152
17 H -1.197 -2.371 -0.440  C8 0.998
18 H -1.686 1.561 -0.941  C10 1.070
19 H -2.313 -0.125 -0.765  C10 1.089
20 H -1.050 0.189 -1.946  C10 1.139
21 H 0.016 0.897 2.214  S11 1.299